(1)
{"formula": "C43H58AsCrN7O7P2Si", "method": "ωB97M-V/def2-TZVPD", "e_homo_ev": [-6.02, -7.20], "spin_multiplicity": 5, "lumo_ha": [0.012, 0.012], "molar_mass_g_mol": 1001.93, "species": ["Cr", "C", "N", "C", "C", "N", "N", "C", "N", "N", "H", "H", "H", "H", "H", "H", "H", "H", "H", "H", "H", "C", "Si", "C", "N", "C", "C", "C", "C", "C", "C", "C", "C", "C", "C", "C", "C", "C", "C", "C", "C", "C", "H", "H", "H", "H", "H", "H", "H", "H", "H", "H", "H", "H", "H", "H", "H", "H", "H", "H", "H", "H", "H", "H", "H", "H", "N", "C", "C", "P", "O", "O", "O", "P", "O", "O", "O", "H", "H", "H", "H", "H", "H", "H", "H", "O", "As", "C", "C", "C", "C", "C", "C", "C", "C", "C", "C", "C", "C", "C", "C", "C", "C", "C", "C", "H", "H", "H", "H", "H", "H", "H", "H", "H", "H", "H", "H", "H", "H", "H"], "xyz": [[0.0523, 0.1111, -0.0139], [3.7839, 2.2484, 2.2789], [3.0462, 3.1296, 1.3957], [3.9131, 4.0693, 0.6895], [2.0354, 2.5347, 0.6288], [1.8823, 1.2924, 0.3822], [1.1494, 3.5021, 0.1652], [0.0101, 3.2924, -0.6158], [-0.7960, 4.4258, -0.6406], [-0.2245, 2.1788, -1.1631], [4.2616, 2.8488, 3.0529], [4.5666, 1.6823, 1.7542], [3.1003, 1.5518, 2.7585], [4.3843, 4.7438, 1.4046], [3.3375, 4.6603, -0.0176], [4.7010, 3.5404, 0.1380], [2.6275, 0.7138, 0.7515], [1.1269, 4.3209, 0.7526], [-0.3154, 5.3079, -0.7356], [-1.5804, 4.3450, -1.2691], [-1.0923, 2.1504, -1.6893], [-0.8282, 0.8799, 1.7985], [-0.7547, -0.3734, 3.1160], [0.9507, -1.2166, 3.1690], [1.4135, -1.7076, 1.8724], [0.8321, -3.0187, 1.5556], [1.7051, -3.7996, 0.5886], [3.0443, -4.1523, 1.2461], [3.5643, -2.9742, 2.0959], [2.8613, -1.6900, 1.6670], [-0.8799, 0.3197, 4.8877], [-0.0222, 1.3568, 5.2714], [-0.0576, 1.9071, 6.5439], [-0.9694, 1.4310, 7.4770], [-1.8360, 0.4089, 7.1226], [-1.7878, -0.1372, 5.8447], [-2.1450, -1.6430, 2.9756], [-3.3647, -1.2885, 2.3920], [-4.4246, -2.1813, 2.3279], [-4.2804, -3.4701, 2.8269], [-3.0778, -3.8467, 3.4066], [-2.0289, -2.9367, 3.4844], [-0.3239, 1.7913, 2.1548], [-1.8749, 1.1580, 1.6190], [1.0019, -1.9836, 3.9638], [1.6172, -0.4115, 3.5039], [-0.1655, -2.8644, 1.1411], [0.7085, -3.6113, 2.4804], [1.8395, -3.2102, -0.3206], [1.1810, -4.7105, 0.2906], [3.7752, -4.4331, 0.4843], [2.9031, -5.0276, 1.8857], [4.6454, -2.8558, 1.9858], [3.3737, -3.1510, 3.1580], [3.0522, -1.5285, 0.5995], [3.2714, -0.8336, 2.2033], [0.6850, 1.7592, 4.5508], [0.6197, 2.7102, 6.8086], [-1.0049, 1.8574, 8.4716], [-2.5536, 0.0348, 7.8426], [-2.4764, -0.9348, 5.5902], [-3.4837, -0.2891, 1.9886], [-5.3715, -1.8744, 1.8974], [-5.1027, -4.1723, 2.7704], [-2.9582, -4.8465, 3.8059], [-1.1021, -3.2464, 3.9550], [-4.0090, -1.5269, -1.3073], [-2.8129, -2.0392, -2.0996], [-3.1941, -3.1948, -3.0088], [-1.6387, -2.6396, -0.7929], [-2.7966, -3.4730, 0.0144], [-0.6277, -3.5683, -1.3316], [-1.2834, -1.4759, 0.0875], [-2.2393, -0.4987, -2.9904], [-3.1487, -0.6452, -4.3352], [-0.8035, -0.5376, -3.3594], [-2.8030, 0.6056, -2.1418], [-4.1015, -2.0230, -0.4147], [-4.8683, -1.6127, -1.8474], [-3.7910, -0.5117, -1.1664], [-3.5812, -4.0362, -2.4313], [-2.2956, -3.5319, -3.5257], [-3.9236, -2.8868, -3.7590], [-2.4136, -4.1050, 0.6301], [-2.6502, -0.3566, -5.1061], [1.2856, -1.0365, -1.2947], [1.7536, -1.5037, -2.8167], [2.1967, 0.0611, -3.8434], [1.8927, 1.3080, -3.3196], [2.3037, 2.4499, -3.9964], [3.0150, 2.3407, -5.1821], [3.3206, 1.0876, -5.7006], [2.9143, -0.0553, -5.0298], [0.8456, -2.6767, -4.0570], [0.3307, -2.1262, -5.2251], [-0.2469, -2.9493, -6.1814], [-0.3194, -4.3181, -5.9683], [0.1822, -4.8652, -4.7958], [0.7586, -4.0469, -3.8352], [3.5118, -2.2717, -2.5224], [4.3665, -1.4784, -1.7563], [5.6334, -1.9274, -1.4245], [6.0601, -3.1785, -1.8529], [5.2240, -3.9633, -2.6293], [3.9534, -3.5101, -2.9685], [1.3255, 1.3771, -2.3992], [2.0623, 3.4271, -3.5962], [3.3337, 3.2321, -5.7077], [3.8788, 1.0025, -6.6240], [3.1607, -1.0333, -5.4291], [0.3584, -1.0562, -5.3788], [-0.6513, -2.5169, -7.0877], [-0.7762, -4.9587, -6.7119], [0.1081, -5.9297, -4.6159], [1.0875, -4.4684, -2.8978], [4.0307, -0.5043, -1.4169], [6.2883, -1.3049, -0.8282], [7.0469, -3.5354, -1.5876], [5.5569, -4.9325, -2.9773], [3.3263, -4.1245, -3.5960]], "forces_ev_per_a": [[0.3, -0.6, 0.3], [0.0, 0.0, 0.0], [-0.1, -0.1, -0.1], [0.0, 0.1, 0.0], [0.0, -0.1, -0.2], [0.0, 0.3, 0.3], [-0.1, 0.0, 0.0], [0.2, 0.2, 0.2], [0.0, -0.1, -0.1], [-0.3, -0.2, 0.0], [0.0, 0.0, 0.0], [0.0, 0.0, 0.0], [0.0, 0.0, 0.1], [0.0, 0.0, 0.0], [0.0, 0.0, 0.0], [0.0, 0.0, 0.0], [0.1, 0.0, 0.0], [0.0, 0.0, 0.0], [0.0, 0.0, 0.0], [0.0, 0.0, 0.0], [-0.1, 0.0, -0.1], [0.0, 0.2, -0.1], [0.0, 0.0, 0.1], [0.0, 0.0, -0.1], [0.0, 0.0, -0.1], [-0.1, -0.1, 0.0], [0.0, -0.2, 0.0], [0.0, 0.0, 0.1], [0.0, 0.0, 0.0], [0.0, 0.0, 0.0], [0.0, 0.0, 0.0], [0.0, 0.0, 0.0], [0.0, 0.0, 0.0], [0.0, 0.0, 0.0], [0.0, 0.0, 0.0], [0.0, 0.0, 0.0], [-0.1, -0.1, 0.0], [-0.1, 0.0, 0.1], [0.0, 0.0, 0.1], [0.0, 0.0, 0.0], [0.0, 0.0, 0.0], [0.0, 0.1, 0.0], [0.0, 0.0, 0.0], [0.0, 0.0, 0.0], [0.0, 0.0, 0.0], [0.0, 0.0, 0.0], [0.4, -0.1, 0.3], [0.1, 0.0, 0.0], [0.0, 0.0, 0.1], [0.0, 0.1, 0.0], [0.0, 0.0, 0.0], [0.0, 0.0, 0.0], [0.0, 0.0, 0.0], [0.0, 0.0, 0.0], [0.0, 0.0, 0.0], [0.0, 0.1, 0.1], [0.0, 0.0, 0.0], [0.0, 0.0, 0.0], [0.0, 0.0, 0.0], [0.0, 0.0, 0.0], [0.0, 0.0, 0.0], [0.0, 0.0, 0.0], [0.0, 0.0, 0.0], [0.0, 0.0, 0.0], [0.0, 0.0, 0.0], [0.0, 0.0, 0.0], [0.0, 0.0, 0.1], [0.1, 0.1, 0.1], [-0.1, 0.0, 0.0], [-0.2, -0.2, -0.2], [0.1, 0.0, -0.3], [0.0, 0.1, -0.2], [-0.2, 0.5, -0.6], [-0.1, 0.1, 0.1], [0.0, 0.1, 0.0], [-0.1, 0.2, 0.2], [0.1, 0.1, 0.0], [0.0, -0.1, 0.0], [0.0, 0.0, 0.0], [-0.1, 0.0, -0.1], [0.0, 0.0, 0.0], [0.0, 0.0, 0.0], [0.0, 0.0, 0.0], [0.0, -0.1, 0.2], [0.0, -0.1, -0.1], [-0.1, 0.0, -0.2], [0.0, 0.3, -0.2], [0.1, 0.0, 0.0], [0.0, -0.1, 0.0], [0.0, 0.0, 0.0], [0.0, 0.0, 0.0], [0.0, 0.0, 0.0], [0.0, 0.0, 0.1], [0.0, -0.2, 0.2], [0.1, -0.1, -0.2], [0.0, 0.1, 0.1], [0.0, -0.1, 0.0], [-0.1, 0.0, 0.0], [0.0, 0.1, 0.0], [0.0, 0.0, 0.1], [0.0, 0.0, 0.0], [0.0, 0.0, 0.0], [0.0, 0.0, 0.0], [0.0, 0.0, 0.0], [0.0, 0.1, -0.1], [0.1, 0.0, -0.1], [0.0, 0.0, 0.0], [0.0, 0.0, 0.0], [0.0, 0.0, 0.0], [0.0, 0.0, 0.0], [0.0, -0.1, 0.0], [0.0, 0.0, 0.0], [0.0, 0.0, 0.0], [0.0, 0.0, 0.0], [0.0, 0.0, 0.1], [0.0, 0.0, 0.0], [0.0, 0.0, 0.0], [0.0, 0.0, 0.0], [0.0, 0.0, 0.0], [-0.1, -0.1, 0.0]]}

***

(2)
{"formula": "C43H59CaN4O2Si2", "method": "ωB97M-V/def2-TZVPD", "e_homo_ev": -5.14, "lumo_ha": 0.092, "molar_mass_g_mol": 760.22, "charge": -1, "species": ["Ca", "C", "C", "C", "C", "C", "C", "C", "C", "C", "C", "C", "C", "N", "C", "O", "C", "C", "C", "C", "C", "N", "C", "O", "N", "C", "C", "C", "C", "C", "C", "C", "C", "C", "C", "C", "C", "H", "H", "H", "H", "H", "H", "H", "H", "H", "H", "H", "H", "H", "H", "H", "H", "H", "H", "H", "H", "H", "H", "H", "H", "H", "H", "H", "H", "H", "H", "H", "H", "H", "H", "H", "H", "H", "C", "Si", "C", "C", "C", "C", "C", "C", "C", "C", "N", "Si", "C", "C", "C", "H", "H", "H", "H", "H", "H", "H", "H", "H", "H", "H", "H", "H", "H", "H", "H", "H", "H", "H", "H", "H", "H"], "xyz": [[-0.0533, -0.2794, -0.2066], [-2.4895, 5.7298, 0.2635], [-1.2724, 4.9091, 0.6802], [-0.0914, 5.8153, 1.0444], [-1.5644, 3.9645, 1.8369], [-1.9252, 4.5497, 3.0444], [-2.0079, 3.8203, 4.2156], [-1.6510, 2.4864, 4.1865], [-1.3011, 1.8526, 2.9993], [-0.7134, 0.4603, 3.0995], [0.8113, 0.5850, 3.2145], [-1.2597, -0.3956, 4.2434], [-1.3506, 2.5683, 1.7821], [-1.0617, 1.9233, 0.5614], [-1.8621, 2.2657, -0.4653], [-2.9727, 2.8043, -0.4595], [-1.2276, 2.0507, -1.8457], [-1.6172, 2.7635, -2.9753], [-0.8426, 2.6383, -4.1211], [0.2970, 1.8452, -4.1258], [0.6047, 1.1485, -2.9617], [-0.1697, 1.2663, -1.8994], [1.9239, 0.4098, -2.7235], [2.7843, 0.4999, -3.6077], [2.0254, -0.1390, -1.5076], [3.3639, -0.2913, -1.0495], [3.9959, -1.5414, -0.9592], [5.3074, -1.6130, -0.5024], [5.9942, -0.4769, -0.1163], [5.3540, 0.7496, -0.1655], [4.0440, 0.8633, -0.6123], [3.3914, 2.2325, -0.6570], [3.5651, 3.0141, 0.6422], [3.9167, 3.0356, -1.8490], [3.2662, -2.7906, -1.3933], [3.5162, -3.9882, -0.4864], [3.5987, -3.1229, -2.8488], [-2.2505, 6.3533, -0.6025], [-2.8052, 6.4029, 1.0628], [-3.3169, 5.0752, 0.0017], [-0.9536, 4.3355, -0.1880], [-0.3375, 6.4778, 1.8763], [0.1864, 6.4383, 0.1908], [0.7790, 5.2255, 1.3353], [-2.1115, 5.6159, 3.0718], [-2.2929, 4.2980, 5.1440], [-1.6408, 1.9232, 5.1100], [-0.9050, -0.1237, 2.2040], [1.0807, 1.1937, 4.0805], [1.2304, 1.0821, 2.3340], [1.2820, -0.3933, 3.3253], [-0.8730, -0.0716, 5.2115], [-0.9505, -1.4335, 4.1033], [-2.3485, -0.3596, 4.2824], [-2.4878, 3.4017, -2.9242], [-1.1141, 3.1933, -5.0117], [0.9590, 1.7722, -4.9764], [5.7973, -2.5783, -0.4484], [7.0167, -0.5485, 0.2339], [5.8837, 1.6416, 0.1470], [2.3198, 2.0820, -0.8073], [4.6112, 3.2670, 0.8256], [3.2080, 2.4483, 1.5050], [3.0056, 3.9501, 0.5980], [4.9851, 3.2367, -1.7371], [3.4001, 3.9955, -1.9237], [3.7695, 2.4849, -2.7769], [2.2052, -2.5465, -1.3447], [4.5574, -4.3191, -0.5244], [2.8995, -4.8335, -0.7977], [3.2777, -3.7579, 0.5531], [4.6552, -3.3870, -2.9500], [3.4021, -2.2636, -3.4881], [3.0031, -3.9699, -3.1976], [-2.8134, -2.8117, -3.1767], [-1.7314, -3.4169, -1.7480], [-0.0209, -3.6625, -2.4994], [-2.3063, -5.1945, -1.3415], [-1.7869, -2.2589, -0.2944], [-1.0658, -2.8105, 0.8672], [-1.5424, -3.8799, 1.6498], [-0.7605, -4.4297, 2.6411], [0.5128, -3.9138, 2.8734], [0.9029, -2.8245, 2.1185], [0.1383, -2.2696, 1.1818], [-3.4989, -1.6072, -0.0165], [-3.9971, -0.3199, -1.3085], [-4.9176, -2.8881, -0.0383], [-3.6214, -0.8415, 1.7078], [-2.7501, -3.5471, -3.9829], [-2.4489, -1.8604, -3.5677], [-3.8661, -2.6832, -2.9285], [-0.0691, -4.3483, -3.3482], [0.6792, -4.0804, -1.7750], [0.3877, -2.7196, -2.8651], [-2.5576, -5.7062, -2.2747], [-3.1774, -5.2469, -0.6916], [-1.4972, -5.7605, -0.8760], [-2.5230, -4.2802, 1.4320], [-1.1305, -5.2645, 3.2251], [1.1721, -4.3329, 3.6202], [1.8717, -2.3585, 2.2712], [-4.9656, -0.5665, -1.7456], [-3.2806, -0.2469, -2.1275], [-4.0809, 0.6714, -0.8601], [-5.0361, -3.3952, -0.9968], [-5.8530, -2.3630, 0.1727], [-4.7923, -3.6541, 0.7300], [-3.0100, 0.0503, 1.8391], [-3.3603, -1.5683, 2.4790], [-4.6568, -0.5323, 1.8812]], "forces_ev_per_a": [[0.2, -0.1, 0.5], [0.0, 0.1, -0.1], [0.0, -0.1, -0.1], [0.0, 0.0, 0.0], [0.0, 0.1, 0.1], [0.1, 0.0, 0.0], [0.0, 0.1, 0.0], [0.0, 0.0, 0.0], [-0.1, 0.0, 0.0], [0.2, -0.1, 0.1], [0.1, 0.0, -0.1], [0.0, 0.1, 0.0], [0.1, -0.2, 0.1], [0.0, -0.1, -0.1], [-0.1, 0.2, -0.5], [0.1, 0.0, 0.2], [-0.2, 0.3, -0.1], [-0.1, -0.1, 0.2], [0.0, 0.0, -0.1], [0.1, -0.2, 0.1], [0.1, 0.1, -0.3], [0.1, -0.1, 0.2], [0.0, 0.1, -0.2], [-0.1, -0.1, 0.0], [0.0, -0.1, 0.0], [-0.1, 0.0, 0.1], [0.0, 0.0, 0.1], [0.0, -0.1, 0.0], [0.0, 0.0, 0.0], [0.0, 0.0, 0.0], [0.1, 0.0, 0.0], [-0.1, 0.0, -0.1], [0.0, 0.0, 0.1], [0.0, 0.1, -0.1], [-0.1, 0.1, -0.1], [0.1, -0.1, 0.1], [0.0, 0.0, 0.0], [0.0, 0.0, 0.0], [0.0, 0.0, 0.1], [0.0, 0.0, 0.0], [0.0, -0.1, 0.0], [0.0, 0.0, 0.0], [0.0, 0.0, 0.0], [0.0, 0.0, 0.0], [0.0, 0.1, 0.0], [0.0, 0.0, 0.0], [0.0, 0.0, 0.0], [-0.3, 0.1, -0.3], [0.0, 0.0, 0.0], [0.0, 0.0, 0.0], [0.0, 0.0, 0.0], [0.0, 0.0, 0.0], [0.0, 0.0, 0.0], [0.0, 0.0, 0.0], [0.0, 0.0, 0.0], [0.0, 0.0, 0.0], [0.0, 0.0, 0.0], [0.0, 0.0, 0.0], [0.0, 0.0, 0.0], [0.0, 0.0, 0.0], [0.0, 0.0, 0.0], [0.0, 0.0, 0.0], [0.0, 0.0, 0.0], [0.0, 0.0, 0.0], [0.0, 0.0, 0.0], [0.0, 0.0, 0.0], [0.0, 0.0, 0.0], [0.0, -0.1, 0.0], [0.0, 0.0, 0.0], [0.0, 0.0, 0.0], [0.0, 0.0, 0.0], [0.0, 0.0, 0.0], [0.0, 0.1, -0.1], [0.0, 0.0, 0.0], [0.1, 0.0, 0.1], [-0.2, 0.1, 0.2], [-0.1, 0.1, 0.1], [0.2, 0.2, -0.2], [0.0, 0.1, -0.4], [-0.2, 0.0, 0.0], [0.0, -0.1, 0.1], [0.0, 0.0, 0.0], [0.0, 0.1, -0.1], [0.1, -0.1, 0.3], [0.1, -0.2, -0.3], [0.0, -0.1, 0.1], [0.1, 0.0, 0.1], [0.1, 0.1, 0.1], [-0.2, 0.0, -0.2], [0.0, 0.0, 0.0], [0.0, 0.0, 0.0], [0.0, 0.0, 0.1], [0.0, -0.1, 0.0], [0.1, 0.0, 0.0], [0.1, 0.1, 0.0], [0.0, 0.0, 0.0], [-0.1, 0.1, 0.1], [0.0, 0.0, 0.1], [0.0, 0.0, 0.0], [0.0, 0.0, 0.0], [0.0, 0.0, 0.0], [0.0, 0.0, 0.0], [-0.1, 0.0, 0.0], [0.0, 0.0, 0.0], [0.0, 0.0, 0.0], [0.1, 0.0, -0.1], [-0.1, 0.0, 0.0], [0.0, 0.0, 0.0], [0.0, 0.0, -0.1], [0.0, 0.0, 0.0], [0.0, 0.0, 0.0]]}